Record 1
19
Properties=species:S:1:pos:R:3:forces:R:3 method="wB97M-V/def2-TZVPD" total_energy_ev=-16892.9800 total_charge=+1 relative_energy_kcal_mol=8.0
Na -18.485374 -3.049600 -20.902348 0.26 -0.10 -0.15
O -17.784864 -5.396376 -20.926732 -0.07 -0.05 -0.18
H -17.040118 -5.995081 -20.791580 -0.09 0.15 0.10
H -18.404472 -5.877461 -21.489166 0.01 0.03 0.17
O -19.498557 -4.476989 -23.193781 -0.04 -0.06 0.02
H -19.033085 -5.187021 -23.652775 -0.06 0.16 -0.06
H -20.345202 -4.404779 -23.654459 0.09 -0.01 0.12
O -16.453588 -3.043027 -22.647348 -0.27 0.21 0.03
H -16.494163 -2.203828 -23.124184 0.04 -0.14 0.02
H -16.425101 -3.716530 -23.336933 0.04 0.05 0.12
O -18.611021 -2.510456 -18.592375 -0.21 0.05 0.01
H -19.554242 -2.540397 -18.385144 0.17 -0.01 0.06
H -18.211856 -2.019462 -17.864335 0.04 -0.11 -0.11
O -20.587256 -1.750367 -20.932366 -0.02 -0.16 -0.02
H -20.973312 -1.085949 -20.348856 0.04 -0.10 -0.06
H -20.249702 -1.252912 -21.683493 -0.14 0.08 0.00
O -18.019294 -0.529300 -21.477810 0.23 0.13 -0.17
H -18.438505 0.237611 -21.890047 0.14 -0.06 0.08
H -17.117890 -0.233996 -21.288107 -0.15 -0.04 0.02



Record 2
39
Properties=species:S:1:pos:R:3:forces:R:3 method="wB97M-V/def2-TZVPD" total_energy_ev=-50639.2470 total_charge=-2 relative_energy_kcal_mol=8.1 spin_multiplicity=2
Ru -0.454793 -0.055265 0.342254 -1.42 0.51 -0.34
O -4.212082 4.337075 1.892468 0.00 -0.01 -0.01
C -3.330952 3.305301 1.724593 -0.04 0.01 -0.02
C -1.959338 3.524625 1.646943 -0.02 -0.03 -0.01
C -1.144127 2.434726 1.449308 0.11 -0.05 0.25
N -1.643140 1.203376 1.361872 0.05 0.12 0.34
C -2.950062 0.988704 1.399762 -0.14 -0.06 0.05
C -3.843421 2.020352 1.607832 0.05 0.01 0.08
C -3.307359 -0.452710 1.091359 0.14 -0.10 0.06
O -4.420053 -0.879097 1.379762 -0.01 0.06 -0.16
O -2.330986 -1.087472 0.558164 0.06 -0.17 -0.42
C 0.365015 2.482949 1.297306 0.01 -0.25 0.06
O 0.975945 3.510034 1.535812 -0.03 0.04 -0.04
O 0.867995 1.336488 0.963337 0.42 0.29 -0.13
H -3.724231 5.162793 1.812550 0.01 0.02 0.03
H -1.509965 4.508851 1.697563 -0.01 0.01 0.02
H -4.903288 1.814724 1.644081 0.00 0.02 -0.02
O 1.977312 2.514954 -4.566312 0.03 0.03 -0.04
C 1.419514 1.948214 -3.657315 -0.07 -0.06 0.12
C 0.145770 2.410581 -2.957044 0.11 -0.10 -0.10
O -0.468770 3.433769 -3.196246 -0.04 0.01 -0.03
C -0.135963 1.370762 -1.974467 -0.28 -0.12 0.04
C 0.849622 0.370989 -1.990874 -0.07 -0.30 0.13
O 0.790723 -0.626446 -1.164507 0.52 -0.17 -0.12
C 1.857286 0.633547 -3.012625 -0.12 0.13 -0.12
O 2.834613 -0.015286 -3.329944 0.03 -0.03 0.00
O -1.120180 1.293733 -1.142996 0.43 0.35 -0.21
Te 0.339974 -1.868053 2.029724 0.28 -0.14 0.68
C 1.637637 -3.113676 0.913374 -0.04 -0.07 -0.05
C 2.933152 -2.730557 0.567603 -0.02 0.03 -0.01
C 3.787938 -3.610429 -0.082234 -0.03 0.01 0.01
C 3.363370 -4.894377 -0.399413 0.02 -0.01 -0.01
C 2.072931 -5.285118 -0.071393 -0.03 0.01 0.01
C 1.216986 -4.400716 0.575332 0.12 0.00 -0.01
H 3.269092 -1.729632 0.807185 -0.01 0.00 -0.01
H 4.789198 -3.288840 -0.345422 -0.01 0.01 -0.02
H 4.030904 -5.581287 -0.907427 0.00 0.00 -0.01
H 1.725270 -6.281036 -0.325095 0.00 0.00 0.00
H 0.208465 -4.706549 0.825129 0.00 0.00 -0.02



Record 3
122
Properties=species:S:1:pos:R:3:forces:R:3 method="wB97M-V/def2-TZVPD" total_energy_ev=-162047.3696 total_charge=-2 relative_energy_kcal_mol=17.0
Cs -1.646831 0.219826 0.460018 0.62 -0.36 -1.09
C 1.963238 -5.503124 3.086879 0.03 0.01 -0.01
C 0.652053 -5.642442 2.313860 -0.02 0.01 0.03
C -0.512134 -5.484728 3.303696 0.02 0.03 0.01
C 0.602152 -7.035885 1.674242 -0.02 -0.02 -0.01
C 0.518955 -4.579068 1.228636 -0.04 -0.06 -0.04
C 1.492087 -3.633735 0.965227 0.04 0.09 0.01
C 1.255135 -2.652461 0.006081 -0.04 -0.01 0.02
N 0.132849 -2.567093 -0.697586 0.03 -0.04 -0.10
C -0.798604 -3.505391 -0.485350 0.19 0.06 0.18
C -0.643318 -4.507879 0.458344 -0.09 -0.07 0.00
C -2.052309 -3.387557 -1.279378 -0.02 0.04 -0.04
C -2.752152 -4.504305 -1.714589 0.03 -0.01 0.00
C -3.929111 -4.352923 -2.445951 -0.02 0.00 0.01
C -4.340403 -3.053004 -2.709955 0.10 -0.07 0.00
C -3.566636 -1.992159 -2.249838 -0.18 0.12 0.02
N -2.456686 -2.144069 -1.543553 -0.05 -0.02 -0.04
C -4.690828 -5.588327 -2.919513 0.01 -0.01 -0.01
C -3.773755 -6.433141 -3.815713 0.00 0.01 0.00
C -5.942401 -5.220704 -3.716123 0.00 0.02 -0.01
C -5.117068 -6.418266 -1.700607 0.00 -0.01 0.01
H 1.996604 -6.249848 3.884476 0.01 0.01 -0.02
H 2.052869 -4.514234 3.541368 0.00 -0.03 0.00
H 2.828657 -5.661403 2.438361 -0.02 0.01 0.03
H -0.415319 -6.210687 4.116124 -0.01 0.01 -0.02
H -1.476800 -5.644064 2.818163 0.02 0.01 0.02
H -0.511378 -4.479951 3.732185 -0.01 -0.04 0.00
H 0.681385 -7.807552 2.445953 0.00 0.02 -0.02
H 1.427425 -7.166267 0.970145 -0.02 0.00 0.02
H -0.332457 -7.194886 1.131886 0.02 0.01 0.01
H 2.425294 -3.593429 1.510394 -0.04 -0.01 -0.01
H 2.012107 -1.894408 -0.174051 -0.02 0.01 -0.02
H -1.455436 -5.207937 0.619129 0.03 0.02 0.01
H -2.356758 -5.488774 -1.494188 -0.02 0.02 -0.01
H -5.239690 -2.836855 -3.270452 0.04 -0.01 0.02
H -3.859454 -0.964733 -2.448549 -0.01 -0.05 0.01
H -3.441012 -5.854439 -4.680110 -0.01 -0.02 0.02
H -4.308769 -7.316807 -4.175276 0.01 0.02 0.01
H -2.886914 -6.769049 -3.276033 -0.02 0.00 -0.02
H -5.693925 -4.640954 -4.607656 -0.01 -0.01 0.02
H -6.643909 -4.639956 -3.113386 0.01 -0.01 -0.02
H -6.449209 -6.133210 -4.038912 0.00 0.01 0.01
H -4.255202 -6.740206 -1.113429 -0.02 0.01 -0.02
H -5.659031 -7.311563 -2.024637 0.01 0.03 0.01
H -5.770409 -5.835828 -1.047312 0.01 -0.01 -0.01
O 0.870603 0.473816 -2.895709 0.08 -0.15 0.25
H 0.395348 -0.293649 -2.543258 0.04 0.11 -0.09
H 1.690768 0.521368 -2.368914 -0.10 -0.03 -0.06
N 1.134568 3.619058 3.754515 0.04 0.04 -0.09
C 1.257433 4.604928 3.143056 -0.11 0.17 -0.30
N 1.353799 5.662433 2.365338 0.16 -0.01 0.75
C 1.628786 6.800904 2.999644 -0.08 -0.03 -0.24
N 1.853571 7.842268 3.468551 -0.03 -0.21 -0.11
N -0.245073 1.073258 3.681992 0.13 -0.07 -0.05
C 0.394773 0.094960 3.016928 -0.36 0.11 0.09
O -0.221008 -0.821723 2.471834 0.70 -0.50 0.75
C 1.893023 0.238910 2.926818 0.00 -0.07 -0.09
I 2.840496 -1.309455 4.053093 -0.01 0.01 0.00
H -1.255144 1.041440 3.701363 0.05 -0.02 -0.01
H 0.229627 1.951435 3.894113 0.05 0.16 0.06
H 2.248848 1.182228 3.330709 0.01 0.00 -0.01
H 2.230359 0.091312 1.895562 0.01 0.05 0.05
C 8.445791 2.422270 2.609157 -0.02 0.00 -0.01
C 7.256940 1.894180 1.845660 0.04 0.03 0.04
C 6.080762 2.621085 1.749794 -0.07 0.01 -0.04
C 4.978228 2.163962 1.026862 0.07 -0.04 0.02
C 3.761475 3.037719 0.940436 -0.01 0.04 -0.05
C 5.037774 0.918107 0.374962 0.08 -0.11 0.08
Se 3.538653 0.192250 -0.567062 -0.04 0.09 -0.03
C 6.231178 0.168562 0.471743 -0.02 0.10 0.06
C 6.358439 -1.180120 -0.177863 0.00 -0.01 0.01
C 7.309662 0.668663 1.195338 -0.04 -0.05 -0.04
H 8.153733 3.240392 3.270015 0.00 -0.02 -0.01
H 9.218054 2.803749 1.933722 -0.01 0.00 0.01
H 8.905760 1.642548 3.221465 -0.01 0.00 -0.01
H 6.005458 3.581999 2.252116 0.00 -0.02 -0.01
H 3.857866 3.925255 1.567849 0.01 -0.02 -0.01
H 2.851734 2.508175 1.225831 0.01 -0.04 0.01
H 3.610138 3.354937 -0.093403 -0.01 -0.01 0.06
H 5.627289 -1.876265 0.240630 0.01 0.00 -0.01
H 7.365166 -1.584329 -0.034754 -0.05 0.02 0.00
H 6.135973 -1.123721 -1.244784 0.00 0.01 0.00
H 8.217507 0.071930 1.258727 -0.02 0.01 0.00
C 1.993855 3.440361 -3.885028 -0.02 -0.01 -0.02
C 2.222276 3.984145 -2.477130 0.03 0.01 -0.02
C 1.172382 3.587624 -1.440425 0.00 0.04 -0.01
C -0.249117 4.001323 -1.796918 -0.01 -0.02 -0.07
N -0.914318 3.051897 -2.689653 -0.20 0.03 0.06
C -2.218775 2.707164 -2.623945 0.19 0.26 0.00
S -2.750043 1.269144 -3.332236 0.01 -0.12 0.02
N -3.085294 3.520771 -1.975201 0.06 -0.06 -0.04
C -3.164579 4.972244 -2.045375 -0.04 0.03 0.05
C -3.847222 5.531295 -0.799226 -0.05 -0.04 0.01
C -3.012496 5.410152 0.474131 -0.01 -0.01 -0.03
C -1.845516 6.388929 0.542942 0.07 0.01 -0.02
H 2.821946 3.721778 -4.540022 -0.02 0.00 0.00
H 1.073963 3.835116 -4.327154 0.04 -0.02 0.02
H 1.922013 2.350631 -3.885923 0.01 0.08 -0.01
H 2.272614 5.078795 -2.514905 0.01 0.00 -0.01
H 3.195010 3.638557 -2.120600 0.00 0.00 -0.03
H 1.421616 4.078444 -0.496309 0.00 -0.01 0.01
H 1.219714 2.513371 -1.252363 -0.01 -0.05 0.02
H -0.211459 4.999087 -2.252384 -0.02 0.00 -0.02
H -0.850052 4.090612 -0.891973 -0.03 -0.05 0.05
H -0.335161 2.328238 -3.100376 0.01 -0.04 0.03
H -3.954079 3.054363 -1.741436 0.01 0.00 0.00
H -3.743382 5.260900 -2.931657 -0.02 -0.01 -0.03
H -2.173950 5.398068 -2.171514 0.02 0.01 0.00
H -4.789461 4.992592 -0.658868 0.03 0.05 -0.02
H -4.090826 6.583862 -0.982501 0.00 0.01 0.00
H -2.656603 4.378973 0.551335 0.04 -0.03 0.02
H -3.664387 5.568253 1.337997 -0.02 0.00 -0.01
H -1.180403 6.295518 -0.320248 -0.05 0.01 0.03
H -1.225077 6.226511 1.425768 -0.02 0.01 -0.02
H -2.209125 7.420986 0.565386 0.01 -0.03 0.00
Cl -3.963424 0.878862 3.118338 -0.02 0.08 0.08
C -4.475779 2.449997 2.380714 -0.08 -0.09 -0.11
C -4.608352 2.352420 0.840053 -0.18 0.04 0.10
O -5.596465 2.930835 0.356622 0.26 -0.02 0.05
O -3.684345 1.737882 0.260542 -1.05 0.66 -0.01
H -3.703044 3.166590 2.647996 -0.01 0.07 -0.03
H -5.423905 2.722346 2.826453 -0.03 -0.02 0.09



Record 4
72
Properties=species:S:1:pos:R:3:forces:R:3 method="wB97M-V/def2-TZVPD" total_energy_ev=-94422.2554 total_charge=-2 relative_energy_kcal_mol=11.6
Pb -0.879987 -0.222762 -0.372552 -0.18 0.11 0.50
S -3.403252 -0.721515 0.812211 0.12 0.11 -0.20
C -2.809274 -1.501003 2.252929 0.04 -0.10 0.02
C -3.507354 -1.302721 3.448864 -0.03 0.05 -0.09
C -3.103198 -1.860848 4.653295 -0.17 0.07 0.18
C -3.858474 -1.586230 5.845251 0.14 -0.04 -0.10
N -4.464797 -1.347181 6.794808 -0.03 -0.01 -0.01
C -1.955967 -2.665997 4.680628 0.12 -0.10 0.16
C -1.261387 -2.891253 3.501898 0.04 0.00 -0.06
C -1.654162 -2.338531 2.276841 -0.12 0.01 -0.08
S -0.718015 -2.720891 0.857883 0.08 0.15 -0.01
C -1.492264 -3.251483 5.909640 -0.09 0.07 -0.12
N -1.128187 -3.725112 6.893657 0.01 -0.02 0.00
H -4.395536 -0.683885 3.427899 0.02 0.02 0.01
H -0.371213 -3.505139 3.522507 0.01 0.01 0.00
C -4.023314 1.569431 -3.331242 -0.05 0.08 0.08
P -2.282701 1.515482 -2.755641 0.10 -0.21 -0.17
C -1.761263 3.252648 -3.020131 0.02 0.06 -0.04
C -1.550702 0.788150 -4.312303 -0.01 -0.08 -0.05
C -1.646177 -0.743885 -4.335572 -0.03 0.06 0.03
P -0.423519 -1.499324 -3.168848 -0.22 -0.03 0.02
C -0.825477 -3.268136 -3.362285 0.05 -0.03 -0.03
C 1.093275 -1.352870 -4.187246 0.02 0.04 -0.01
H -4.354823 0.558054 -3.571664 -0.02 0.00 0.02
H -4.124246 2.198236 -4.221291 -0.01 0.00 0.01
H -4.642498 1.961385 -2.526525 0.00 0.02 0.03
H -1.631096 3.466006 -4.084800 -0.01 0.02 -0.02
H -0.823844 3.432904 -2.493014 0.02 0.00 -0.01
H -2.512520 3.907426 -2.585129 0.03 -0.03 0.02
H -0.498484 1.089914 -4.364134 -0.01 0.05 -0.01
H -2.053897 1.229063 -5.181614 0.06 -0.01 -0.02
H -1.479422 -1.144355 -5.342379 -0.03 0.02 -0.01
H -2.646846 -1.061681 -4.023111 0.01 -0.03 0.00
H -0.878828 -3.551006 -4.417936 0.01 -0.02 0.01
H -1.781411 -3.474348 -2.879878 0.00 0.00 0.01
H -0.052353 -3.849627 -2.859690 0.03 0.01 0.02
H 0.848444 -1.416523 -5.251649 0.03 -0.03 0.01
H 1.767526 -2.157077 -3.902793 0.03 -0.02 0.03
H 1.602637 -0.409526 -3.990868 0.00 0.02 0.00
C -1.015193 1.402975 3.696344 0.09 -0.21 0.02
C 0.185299 0.580102 3.592801 -0.12 0.15 -0.02
N 1.144862 -0.039439 3.474588 0.01 -0.03 0.15
H -1.410604 1.565462 2.688454 -0.01 0.05 -0.03
H -0.754479 2.367102 4.130451 -0.01 0.01 0.02
H -1.752312 0.899671 4.319680 -0.03 0.00 0.00
C 3.761134 -0.067676 -0.869707 0.08 0.09 -0.09
Te 2.401695 -0.592148 0.712294 0.22 -0.10 -0.10
C 3.341688 1.254361 1.402354 0.07 0.04 0.05
C 4.784008 1.055565 1.047441 -0.08 -0.09 -0.02
C 5.862921 1.413525 1.838912 0.00 0.07 0.01
C 7.159334 1.079515 1.456096 0.02 0.00 -0.01
C 7.375271 0.378103 0.280746 0.00 0.02 0.01
C 6.295413 0.012241 -0.518704 0.02 0.04 -0.08
C 5.005310 0.351038 -0.148490 -0.09 -0.03 0.08
H 3.307545 0.792898 -1.370003 0.01 -0.03 -0.11
H 3.895574 -0.880107 -1.576154 0.01 -0.09 0.08
H 3.171662 1.470005 2.453951 0.00 -0.06 0.01
H 2.897771 2.044129 0.790942 -0.02 0.07 0.07
H 5.689003 1.935729 2.773185 0.00 0.00 0.01
H 7.996132 1.349684 2.089555 0.01 0.00 0.01
H 8.380812 0.093868 -0.005707 0.01 0.00 0.00
H 6.455723 -0.565544 -1.421841 0.00 0.00 0.00
O 3.406713 -3.535949 -0.955335 -0.12 0.06 -0.11
N 2.382005 -3.351345 -1.610827 0.18 -0.12 -0.03
O 1.741113 -2.291051 -1.355413 -0.16 0.07 0.05
C -3.487809 3.113188 1.783456 -0.07 -0.01 0.03
C -2.696845 2.735322 0.532400 0.06 0.11 0.05
O -3.234254 2.950097 -0.571533 -0.07 -0.07 0.02
O -1.555320 2.225717 0.737019 0.03 -0.10 -0.20
H -4.284539 3.817286 1.546850 0.01 -0.01 -0.01
H -2.831151 3.526426 2.549811 0.00 0.01 0.01
H -3.933876 2.193458 2.170369 0.00 -0.01 0.02



Record 5
8
Properties=species:S:1:pos:R:3:forces:R:3 method="wB97M-V/def2-TZVPD" total_energy_ev=-46253.5286 total_charge=0 relative_energy_kcal_mol=64.5
C 2.032671 -0.038017 -0.002278 -0.72 -0.36 -0.36
P -3.049248 0.067416 -0.838785 0.26 0.06 -1.42
S 0.241109 -0.329762 0.061562 0.25 0.04 0.19
Cl -3.017977 1.665016 0.337539 -0.03 0.85 0.63
Cl -3.325456 -1.408722 0.449433 -0.12 -0.86 0.78
H 2.400181 -0.069138 1.021433 0.05 0.08 0.07
H 2.495596 -0.824076 -0.591358 0.20 0.06 0.05
H 2.223123 0.937286 -0.437548 0.11 0.13 0.07